No. 1
Entry from OMol25: C21H31N3O in the gas phase (the ωB97M-V functional and the def2-TZVPD basis).

```
56
Properties=species:S:1:pos:R:3:forces:R:3:nbo_charge:R:1
C 3.2635 2.2850 -0.5787 0.0 0.0 0.3 -0.61
C 4.3530 2.1170 0.4765 0.2 0.1 -0.2 -0.20
C 5.3781 3.2419 0.3656 -0.2 -0.2 0.1 -0.60
C 5.0495 0.7525 0.3362 -0.2 0.2 0.4 -0.43
C 4.1032 -0.3718 0.5746 -0.1 -0.4 -0.1 0.14
C 3.4320 -1.1538 -0.3854 -0.1 -0.2 0.2 -0.35
C 2.6397 -2.0225 0.3345 0.1 0.0 -0.1 0.13
C 1.6233 -3.0290 -0.0989 -0.1 0.0 0.0 -0.24
N 0.3093 -2.4661 -0.3808 0.0 -0.1 0.0 -0.44
C 0.3054 -1.5642 -1.5175 -0.2 0.0 -0.2 -0.22
C -1.1288 -1.2299 -1.9146 0.2 0.1 0.1 -0.40
C -1.9314 -0.6131 -0.7601 0.0 0.0 -0.2 -0.06
C -1.4345 0.8164 -0.4619 0.0 -0.4 0.5 -0.07
O -1.4323 1.6633 -1.5833 -0.2 0.3 -0.4 -0.71
C -3.4245 -0.5772 -1.1810 0.2 0.1 0.1 -0.42
C -4.3412 0.0336 -0.1591 -0.1 0.0 -0.1 -0.02
C -4.8841 -0.7437 0.8585 0.0 0.0 0.0 -0.17
C -5.7101 -0.1851 1.8169 0.0 0.0 0.1 -0.22
C -6.0152 1.1644 1.7722 -0.1 0.0 0.1 -0.22
C -5.4986 1.9460 0.7540 0.0 0.1 0.0 -0.19
C -4.6726 1.3833 -0.2029 0.0 -0.1 0.0 -0.23
C -1.7592 -1.5027 0.4767 0.2 0.2 0.0 -0.41
C -0.2985 -1.8334 0.7733 -0.2 0.0 0.0 -0.23
N 2.8617 -1.7236 1.6367 -0.1 -0.2 -0.4 -0.33
N 3.7443 -0.7370 1.7943 0.4 0.4 0.5 -0.28
H 2.5181 1.4982 -0.4921 -0.1 -0.1 -0.1 0.21
H 2.7617 3.2428 -0.4617 -0.1 0.1 0.0 0.21
H 3.6920 2.2421 -1.5783 0.1 0.0 -0.2 0.20
H 3.8916 2.1538 1.4690 0.0 0.0 0.0 0.20
H 6.1411 3.1453 1.1347 0.1 0.0 0.1 0.21
H 5.8653 3.2165 -0.6074 0.1 0.0 -0.1 0.20
H 4.8951 4.2097 0.4811 0.0 0.1 0.0 0.21
H 5.8570 0.6936 1.0683 0.1 0.0 -0.1 0.22
H 5.4746 0.6617 -0.6655 0.1 0.0 0.0 0.21
H 3.5286 -1.0924 -1.4501 0.0 0.0 -0.3 0.23
H 1.4964 -3.7860 0.6823 0.1 0.0 -0.1 0.20
H 1.9680 -3.5269 -1.0091 0.0 0.0 0.1 0.22
H 0.7972 -2.0695 -2.3528 0.1 0.1 0.0 0.20
H 0.8620 -0.6365 -1.3096 0.1 0.0 0.0 0.17
H -1.1073 -0.5353 -2.7561 -0.1 0.0 0.0 0.22
H -1.6203 -2.1506 -2.2343 0.0 0.0 0.0 0.20
H -0.3964 0.7943 -0.1284 -0.1 0.0 0.1 0.19
H -2.0409 1.2453 0.3491 0.1 -0.1 0.0 0.17
H -2.3407 1.7713 -1.8852 0.1 0.1 0.0 0.46
H -3.5077 -0.0295 -2.1237 0.0 -0.1 -0.1 0.21
H -3.7409 -1.6047 -1.3740 0.0 0.0 -0.1 0.22
H -4.6645 -1.8006 0.8957 0.0 -0.1 0.0 0.20
H -6.1205 -0.8065 2.5996 0.0 0.0 0.1 0.21
H -6.6593 1.6022 2.5203 -0.1 0.0 0.1 0.21
H -5.7413 2.9973 0.7013 0.0 0.1 0.0 0.21
H -4.2951 2.0086 -1.0010 0.0 0.1 -0.1 0.20
H -2.2807 -2.4446 0.2978 -0.1 0.0 0.0 0.21
H -2.2019 -1.0211 1.3506 -0.1 0.0 0.0 0.22
H -0.2618 -2.5396 1.6087 0.0 0.1 0.0 0.20
H 0.2410 -0.9203 1.0795 0.0 -0.1 0.0 0.17
H 2.4575 -2.1687 2.4451 0.1 0.1 -0.1 0.40
```
Forces are in eV/Å.

**Total charge**: 0
**LUMO energy**: 0.730 eV
**Orbital gap**: 9.40 eV
**Molecular weight**: 341.5 g/mol
**ΔE to the lowest compared entry with this formula, charge and spin**: 32.2 kcal per mole
**HOMO energy**: -8.67 eV

No. 2
Entry from OMol25: 2 unconnected molecules or ions with the total composition C21H31N6O5 at a distorted geometry (the ωB97M-V functional and the def2-TZVPD basis).

```
63
Properties=species:S:1:pos:R:3:forces:R:3:nbo_charge:R:1
O 0.1650 2.8718 4.2073 -0.8 -0.1 0.4 -0.62
O 0.5390 -3.5221 -2.5454 -0.3 -0.6 -0.7 -0.68
O 1.7022 -1.1500 2.3480 -0.1 0.5 -0.3 -0.62
O -1.9778 2.5866 4.8285 0.4 0.1 -0.7 -0.67
O 2.3646 2.0866 -1.2130 0.3 0.0 0.1 -0.42
C -1.0146 2.7787 3.8998 1.0 0.2 -0.6 0.79
C 0.9826 -3.1684 -1.4607 1.2 0.4 -0.9 0.70
C 1.1007 -2.0396 1.7716 0.3 0.7 0.1 0.67
C 3.0090 0.8783 -1.3155 0.3 -0.7 1.1 0.04
C 3.3828 0.4265 -0.0812 -0.3 0.5 -0.2 -0.31
C 2.9596 1.4286 0.8566 0.0 0.2 -0.5 -0.29
C 2.3783 2.4254 0.1212 0.6 -1.0 0.8 0.26
C -1.1841 -0.8770 -3.8563 0.3 -0.1 0.9 0.67
C -3.2871 2.7515 0.8626 -0.2 -0.1 0.3 -0.30
C -2.4207 3.0877 -0.1728 0.6 0.1 0.6 -0.16
C -2.8050 2.6454 2.1687 0.2 0.2 -0.5 -0.12
C -1.0705 3.3019 0.1022 -0.7 -0.1 -0.4 -0.34
C -1.4454 2.8737 2.4760 -1.6 -0.3 0.2 -0.27
C -0.5718 3.2083 1.4108 2.0 0.3 0.3 0.32
N -2.0295 -0.0736 -4.4393 -1.1 1.4 -0.2 -0.76
N 1.1086 -3.2674 2.3035 -0.4 -1.3 0.0 -0.61
N 0.7725 3.4642 1.6671 -0.2 0.2 0.4 -0.62
N -0.8314 -0.7593 -2.5901 0.1 0.5 0.7 -0.57
N 0.1341 -2.7709 -0.5116 -0.5 0.6 1.6 -0.64
N -0.6758 -1.8472 -4.5591 1.1 -1.5 -0.6 -0.76
C 2.4755 -3.0456 -1.2554 -0.4 -0.5 0.3 -0.72
C 0.3873 -4.4756 1.8970 0.2 0.3 -0.1 -0.41
C 1.8469 3.7165 0.6884 -1.0 -0.3 -0.4 -0.27
C -1.3536 0.1440 -1.5448 0.0 -0.4 0.1 -0.22
C -1.9347 -0.6464 -0.3584 0.4 -0.2 0.1 -0.42
C -0.9631 -0.9829 0.7948 -0.2 0.1 0.0 -0.40
C 0.3702 -1.6835 0.4577 -0.2 -0.3 0.0 -0.15
H -1.5056 2.5843 5.6754 -0.1 0.0 0.1 0.51
H 3.1957 0.3554 -2.2487 -0.4 0.8 -0.2 0.21
H 3.9166 -0.4898 0.1528 -0.2 0.2 -0.1 0.24
H 3.0880 1.4096 1.9363 -0.1 0.0 -0.4 0.25
H -4.3434 2.5935 0.6642 0.1 0.0 0.1 0.22
H -2.7980 3.2021 -1.1844 0.1 0.0 0.1 0.21
H -3.5140 2.3969 2.9552 0.3 0.1 0.0 0.24
H -0.4140 3.5699 -0.7163 0.1 0.0 0.1 0.22
H -2.2664 -0.1985 -5.4058 -0.2 0.2 0.0 0.42
H -2.4067 0.6940 -3.9154 -0.2 0.2 -0.3 0.42
H 1.6441 -3.3227 3.1582 0.0 0.1 -0.1 0.42
H 1.0505 3.3293 2.6493 -0.3 0.1 -0.8 0.44
H -0.1575 -1.4410 -2.2830 -0.1 -0.1 0.0 0.43
H -0.8214 -3.0715 -0.6368 0.0 0.1 -0.2 0.41
H -0.0981 -2.5441 -4.0924 -0.1 -0.1 -0.1 0.46
H -0.9189 -1.9727 -5.5230 0.0 -0.1 -0.1 0.41
H 2.7853 -2.0204 -1.4282 0.1 0.2 0.1 0.25
H 2.9859 -3.7004 -1.9614 -0.2 0.1 0.0 0.26
H 2.7404 -3.3487 -0.2441 0.1 0.2 0.1 0.24
H 0.8541 -4.9166 1.0146 -0.2 -0.1 0.0 0.20
H -0.6578 -4.2429 1.6863 0.0 -0.1 0.0 0.19
H 0.4186 -5.2114 2.7035 0.0 0.2 -0.1 0.23
H 1.5065 4.3718 -0.1183 0.0 0.0 0.1 0.22
H 2.6670 4.2421 1.1877 -0.3 -0.1 0.1 0.24
H -0.5576 0.8005 -1.1850 0.0 0.1 -0.2 0.23
H -2.1465 0.7702 -1.9542 0.1 0.0 -0.1 0.20
H -2.3921 -1.5655 -0.7274 -0.2 0.0 -0.2 0.20
H -2.7394 -0.0500 0.0728 0.0 0.0 0.1 0.25
H -1.5087 -1.6091 1.5032 -0.1 0.0 0.1 0.22
H -0.7265 -0.0514 1.3138 0.2 -0.1 0.1 0.25
H 1.0062 -0.9293 -0.0073 0.3 -0.1 0.0 0.24
```
Forces are in eV/Å.

**Total charge**: +1
**LUMO energy**: -2.397 eV
**Orbital gap**: 7.79 eV
**Molecular weight**: 447.5 g/mol
**HOMO energy**: -10.19 eV

No. 3
Entry from OMol25: 5 unconnected molecules or ions with the total composition C21H31NO18S4 at a distorted geometry (the ωB97M-V functional and the def2-TZVPD basis).

```
75
Properties=species:S:1:pos:R:3:forces:R:3:mulliken_charge:R:1
C 1.3082 -1.1582 0.2436 0.7 0.1 -0.2 -1.05
C 1.0723 0.2964 -0.3448 0.6 -0.4 0.7 -0.12
C 0.0704 1.1909 0.4906 0.4 0.6 -0.9 -1.21
C -1.1790 1.7116 -0.3468 -0.8 0.4 1.4 0.43
C -1.4566 3.1925 0.1894 0.4 -0.3 -0.9 -1.40
C -2.4870 0.8877 -0.0781 -1.6 -1.8 0.4 0.33
C -3.8291 1.3595 -0.4404 -0.3 -1.2 0.5 -0.25
C -5.0609 0.6104 -0.1587 2.2 -1.0 0.8 -0.98
C -4.9112 -0.6585 0.5159 1.4 -0.2 0.2 -0.03
C -3.5976 -1.2071 0.8724 -0.9 2.4 -1.1 -0.12
C -2.4137 -0.4359 0.5702 -1.1 0.2 -0.1 0.12
C -3.7903 -2.5874 1.5482 0.2 2.6 -1.1 0.24
O -2.9024 -3.3643 1.7892 -0.8 -0.2 0.4 -0.57
N -5.2010 -2.7034 1.7438 1.4 -0.9 -1.1 -0.18
C -5.9465 -1.6948 1.0063 0.9 0.3 0.2 0.14
O -7.1400 -1.7544 0.9090 0.4 0.3 -0.3 -0.56
H 2.3522 -1.2247 0.6651 -1.1 0.0 -0.4 0.31
H 0.6222 -1.4400 1.0798 0.4 0.2 -0.8 0.27
H 1.2627 -1.9148 -0.5797 -0.1 0.5 0.8 0.14
H 0.8060 0.2058 -1.4283 -0.1 0.2 1.0 -0.01
H 2.0753 0.8076 -0.3233 -1.0 -0.5 -0.2 0.49
H -0.2291 0.7292 1.4709 0.2 0.3 -1.0 0.61
H 0.6364 2.1242 0.7748 -0.6 -0.9 -0.3 0.44
H -0.9478 1.6927 -1.4425 -0.2 0.1 0.9 0.45
H -1.3399 3.1564 1.3020 -0.3 0.3 -1.0 0.39
H -0.7176 3.9057 -0.2766 -0.5 -0.8 0.7 0.38
H -2.4669 3.5705 -0.0917 0.8 -0.4 0.4 0.30
H -3.9686 2.3372 -0.9616 0.3 -1.0 0.5 0.38
H -6.0717 0.9848 -0.4184 0.9 -0.2 0.1 0.50
H -1.4308 -0.8690 0.8712 -1.0 0.5 -0.4 0.26
H -5.4370 -3.6765 1.5282 -0.7 0.4 0.6 0.29
O -0.0541 -2.7951 8.0274 -0.2 0.3 -0.1 -0.54
S -0.7663 -2.1312 6.9899 -0.1 -0.3 -0.4 1.07
O -1.0635 -0.7419 7.0322 0.3 -0.3 0.1 -0.52
O -2.1332 -2.9467 6.7154 0.7 0.0 0.2 -0.33
C -2.1751 -3.3678 5.3492 -0.2 0.2 -0.6 -0.17
C -0.7262 -3.5295 4.9367 0.0 -0.6 0.0 -0.29
O -0.0398 -2.4541 5.5831 -0.5 0.4 0.3 -0.31
H -2.6669 -2.5854 4.7662 0.0 -0.1 0.0 0.19
H -2.7365 -4.2956 5.2551 0.0 0.1 0.2 0.32
H -0.5932 -3.4789 3.8576 0.1 0.2 0.1 0.27
H -0.3106 -4.4694 5.3101 -0.1 0.0 0.0 0.29
O 3.3277 1.1961 -2.7627 -0.4 -0.1 -0.2 -0.54
S 2.8441 0.1547 -3.6024 0.5 -0.4 -0.1 1.14
O 1.5798 0.2143 -4.2520 0.3 0.3 0.2 -0.57
O 2.9397 -1.2355 -2.7852 0.2 0.6 -0.2 -0.26
C 3.7624 -2.1607 -3.5013 0.0 -0.4 -0.5 -0.33
C 4.7391 -1.3011 -4.2794 0.3 -0.1 0.4 0.03
O 3.9719 -0.1708 -4.7097 -0.8 -0.1 0.2 -0.35
H 3.1211 -2.7387 -4.1718 0.0 0.0 0.0 0.28
H 4.2662 -2.8362 -2.8120 -0.1 0.2 0.1 0.32
H 5.1648 -1.8246 -5.1338 -0.2 0.2 -0.1 0.44
H 5.5410 -0.9397 -3.6391 -0.1 -0.1 0.0 -0.14
O 7.5884 -0.3788 -3.3203 0.2 -0.4 0.1 -0.56
S 8.1438 -1.3321 -4.2187 0.8 0.3 -0.4 1.13
O 7.7787 -2.7069 -4.2045 -0.3 0.4 0.1 -0.53
O 9.7505 -1.2199 -4.1374 -0.7 0.3 0.0 -0.30
C 10.2794 -0.9156 -5.4311 0.2 -0.3 -0.5 -0.37
C 9.1811 -0.1423 -6.1355 0.3 0.6 0.1 -0.32
O 7.9666 -0.7753 -5.7234 0.1 -0.6 0.4 -0.27
H 10.4917 -1.8576 -5.9428 0.0 0.0 0.0 0.29
H 11.1979 -0.3384 -5.3407 -0.1 0.0 0.2 0.31
H 9.2810 -0.1702 -7.2187 -0.2 -0.2 0.1 0.30
H 9.1514 0.8976 -5.8005 0.1 0.0 0.0 0.29
O -3.7481 3.4729 2.1159 -0.1 0.4 0.2 -0.40
S -4.5301 4.6592 2.1655 -0.4 -0.1 0.1 1.08
O -3.9554 5.9585 2.1444 0.1 -0.4 -0.2 -0.59
O -5.5287 4.5524 3.4302 0.3 -0.3 -0.5 -0.33
C -6.8832 4.6595 2.9870 -0.4 0.4 -0.1 -0.36
C -6.8807 4.1172 1.5703 -0.2 -0.6 0.2 -0.25
O -5.6516 4.5777 1.0038 0.2 0.4 0.4 -0.31
H -7.1661 5.7150 3.0067 0.0 0.0 0.0 0.29
H -7.5439 4.0958 3.6435 0.2 -0.1 0.1 0.32
H -7.7289 4.4714 0.9875 0.2 0.1 -0.1 0.35
H -6.8674 3.0237 1.5652 -0.1 0.0 0.0 0.21
```
Forces are in eV/Å.

**Total charge**: 0
**LUMO energy**: -0.377 eV
**Orbital gap**: 8.96 eV
**Molecular weight**: 713.7 g/mol
**HOMO energy**: -9.34 eV

No. 4
Entry from OMol25: a molecular structure, C21H31O4Pm at a distorted geometry (the ωB97M-V functional and the def2-TZVPD basis).

```
57
Properties=species:S:1:pos:R:3:forces:R:3:nbo_charge:R:1
O 0.2191 -0.0106 -4.6503 -0.1 0.5 -1.2 -0.57
C 0.1033 1.3146 -5.2564 0.1 0.1 0.4 -0.06
C -0.0986 0.7569 -6.6647 0.1 -0.4 0.6 -0.46
H 1.0311 1.8832 -5.1300 -0.2 0.0 0.1 0.18
H -0.7552 1.8607 -4.8509 0.2 0.0 0.1 0.18
C 0.0792 -0.6228 -5.9683 0.0 -0.1 -0.7 0.28
H 0.6922 1.0114 -7.3702 -0.2 0.0 -0.1 0.21
H -1.0982 0.9362 -7.0643 0.2 -0.1 -0.1 0.21
C 1.3544 -1.3541 -6.3389 0.2 -0.2 0.1 -0.63
H 2.2272 -0.6903 -6.2716 -0.2 -0.1 0.0 0.21
H 1.2932 -1.7633 -7.3569 0.0 0.1 0.2 0.21
H 1.5059 -2.1910 -5.6443 0.0 0.2 -0.1 0.22
C -1.1336 -1.5283 -6.0576 -0.1 -0.2 0.2 -0.63
H -2.0482 -1.0016 -5.7499 0.3 -0.1 0.0 0.22
H -0.9848 -2.4041 -5.4096 -0.1 0.2 -0.1 0.22
H -1.2673 -1.8880 -7.0897 0.1 0.1 0.3 0.22
Pm -0.0030 -0.1476 2.7387 -0.4 0.7 1.6 1.37
C -2.0881 -0.7405 4.2352 0.2 1.0 0.4 -0.37
C -1.8428 0.6616 4.3941 -2.6 -0.2 0.3 -0.23
C -2.1872 1.3074 3.1512 0.1 -0.4 0.5 -0.41
H -1.6747 1.1555 5.3571 -0.6 -0.5 -0.8 0.24
C -2.5852 0.2970 2.2348 -0.4 -0.9 0.2 -0.34
C -2.5013 -0.9715 2.8995 -0.7 0.5 -1.1 -0.36
H -2.7466 -1.9430 2.4518 0.1 0.5 0.2 0.23
H -1.9936 -1.4762 5.0353 0.0 0.2 -0.4 0.23
H -2.1462 2.3845 2.9699 0.0 -0.4 0.0 0.23
H -2.9560 0.4547 1.2168 0.3 -0.1 0.4 0.22
C 0.9956 -1.9284 4.4201 0.5 -0.5 -0.4 -0.34
C 0.1888 -2.6948 3.5257 0.5 0.0 -0.1 -0.29
C 0.7696 -2.6309 2.2262 0.4 -0.1 0.5 -0.37
H -0.7043 -3.2582 3.7986 0.3 0.4 -0.2 0.24
C 1.9839 -1.8755 2.3283 0.0 -0.1 0.6 -0.36
C 2.1216 -1.4435 3.6861 0.0 -0.8 -0.3 -0.31
H 2.9656 -0.8861 4.1051 -0.5 -0.1 -0.3 0.24
H 0.8135 -1.7748 5.4881 0.1 -0.1 -0.5 0.24
H 0.3713 -3.0903 1.3174 0.2 0.1 0.4 0.23
H 2.6908 -1.6769 1.5186 -0.3 0.0 0.3 0.23
O 0.1224 0.4043 0.4249 0.1 0.4 -1.2 -0.58
C -0.2619 -0.5018 -0.6705 0.3 0.3 0.5 -0.06
C -0.4601 0.3772 -1.8896 -0.4 0.1 0.2 -0.45
H -1.1695 -1.0403 -0.3644 0.3 0.2 0.0 0.21
H 0.5565 -1.2231 -0.8020 -0.2 0.2 0.1 0.19
C 0.3053 1.6832 -1.5998 0.4 -0.3 0.0 -0.43
H -1.5276 0.5790 -2.0375 0.2 0.0 0.1 0.20
H -0.0905 -0.1184 -2.7830 -0.1 0.2 0.2 0.28
C 0.4029 1.7661 -0.0758 -0.3 -0.6 0.3 -0.06
H -0.1786 2.5631 -2.0338 0.0 -0.2 0.1 0.22
H 1.3197 1.6205 -2.0179 -0.3 0.0 0.0 0.21
H -0.3363 2.4425 0.3799 0.2 -0.2 -0.2 0.20
H 1.4063 2.0343 0.2787 -0.3 0.0 -0.1 0.20
C 1.6440 2.5339 6.4868 -0.6 -0.1 -0.4 -0.31
O 0.4040 1.9307 5.9477 1.2 1.2 1.9 -0.52
C 0.3459 1.4565 4.7647 -0.2 -2.6 -2.7 0.55
O 1.2523 1.4592 3.9040 2.1 1.9 0.4 -0.75
H 1.4693 2.5328 7.5614 0.2 0.1 -0.1 0.20
H 1.7027 3.5526 6.0957 0.3 -0.2 0.1 0.19
H 2.5017 1.9164 6.2052 -0.1 0.3 0.0 0.20
```
Forces are in eV/Å.

**Total charge**: 0
**Multiplicity**: 5
**LUMO energy (alpha / beta)**: 0.331 / 0.331 eV
**Orbital gap (alpha / beta)**: 5.82 / 5.91 eV
**Molecular weight**: 492.5 g/mol
**ΔE to the lowest compared entry with this formula, charge and spin**: 34.7 kcal per mole
**HOMO energy (alpha / beta)**: -5.49 / -5.58 eV